Computed, not measured: a 2-piece molecular cluster, C2H8INSi overall at a distorted geometry, with ωB97M-V/def2-TZVPD.

HOMO = -6.9311 eV
orbital gap = 4.2 eV
charge = 0

CARTESIAN COORDINATES (ANGSTROEM)
C  0.8453  -0.6466  0.1648
C  -0.8201  -0.5683  -1.5009
N  -0.4754  -0.1964  -0.0711
Si  -1.3810  0.9452  0.8595
I  1.9302  1.8708  3.2706
H  1.2002  -0.1461  1.0248
H  1.0241  -1.8024  0.3815
H  1.4784  -0.4633  -0.7556
H  -1.8196  -1.0307  -1.6271
H  -0.6736  0.3428  -2.0045
H  -0.1593  -1.3647  -2.1070
H  -2.9038  0.9245  0.3919
H  -0.6789  1.0207  2.1446


Computed, not measured: an isolated ion of composition C4H12NO and charge +1 at a distorted geometry, with ωB97M-V/def2-TZVPD.

HOMO = -15.2354 eV
SMILES string = C[C@@H]([NH3+])[C@@H](C)O
orbital gap = 11.8 eV
charge = +1

CARTESIAN COORDINATES (ANGSTROEM)
C  1.8828  -0.5604  0.4722
C  -1.7864  0.6291  0.2033
C  0.6389  0.2698  0.2241
C  -0.7668  -0.4225  0.4352
N  0.5698  0.5242  -1.2007
O  -0.8603  -1.3857  -0.6195
H  1.8374  -1.6165  0.2319
H  2.1087  -0.4018  1.5451
H  2.7350  -0.0787  -0.0426
H  -1.8384  1.2124  -0.7577
H  -2.7330  0.1708  0.3004
H  -1.5956  1.3533  1.0189
H  0.7303  1.2139  0.8221
H  -0.9331  -0.9444  1.4697
H  0.3841  -0.3320  -1.7266
H  1.4699  0.9583  -1.5219
H  -0.0945  1.3040  -1.4845
H  -1.8694  -1.4963  -0.8910


Computed, not measured: C6H6N4 in the gas phase at a distorted geometry, with ωB97M-V/def2-TZVPD.

HOMO = -9.1554 eV
SMILES string = N[C@@H]1[C@@H]2N3N=N[C@]14C=C[C@@]234
orbital gap = 9.8 eV
charge = 0

CARTESIAN COORDINATES (ANGSTROEM)
C  0.5180  0.7831  1.1934
C  1.5215  -1.7273  0.4203
C  -0.3140  0.6273  -0.0302
C  1.0637  -1.5658  -0.7988
C  1.4969  -0.2285  0.7273
C  1.0677  -0.0499  -0.6998
N  1.9825  1.0864  0.9422
N  2.3834  1.5474  -0.3404
N  1.9998  0.8277  -1.2360
N  -1.3466  1.5257  -0.4743
H  0.2872  0.9232  2.1574
H  1.6949  -2.5163  1.0429
H  -0.9660  -0.3563  0.3462
H  0.8602  -2.3695  -1.4648
H  -2.1316  1.2079  -0.9885
H  -0.9202  2.3436  -0.8788


Computed, not measured: a 2-piece molecular cluster, C5H5NO overall at a distorted geometry, with ωB97M-V/def2-TZVPD.

HOMO = -8.3867 eV
orbital gap = 8.0 eV
charge = 0

CARTESIAN COORDINATES (ANGSTROEM)
O  -1.3264  -1.7369  1.0382
C  -1.0394  -0.7381  0.5490
C  -0.5860  0.4673  0.0925
C  0.9974  0.5267  0.0384
C  0.2458  0.4402  -1.2212
C  0.1881  -0.7450  -2.0688
N  0.2102  -1.6951  -2.7301
H  0.3058  0.4746  2.9812
H  -1.1782  1.3344  0.3785
H  1.4302  -0.4442  0.3147
H  0.6864  0.7524  2.4012
H  0.0660  1.3637  -1.7736


Computed, not measured: C4H5O as an isolated structure at a distorted geometry, with ωB97M-V/def2-TZVPD.

HOMO = -15.6210 eV
orbital gap = 9.3 eV
charge = +1

CARTESIAN COORDINATES (ANGSTROEM)
C  -0.3978  -0.6114  0.6576
C  -0.0824  -0.5986  -0.8166
C  0.0812  0.4830  1.2606
C  0.6227  0.8602  -0.8112
O  0.6994  1.2919  0.3616
H  -0.9547  -1.3644  1.2457
H  -1.0578  -0.2014  -1.2006
H  -0.0112  0.8010  2.3653
H  -0.0005  -1.8329  -1.4482
H  1.1009  1.1726  -1.6142


Computed, not measured: a 12-piece molecular cluster, C27H83N19O12 overall at a distorted geometry, with ωB97M-V/def2-TZVPD.

HOMO = -7.8093 eV
SMILES string = COC[C@H](C)N.COC[C@H](C)N.COC[C@H](C)N.COC[C@H](C)N.COC[C@H](C)N.NC(N)=O.NC(N)=O.NC(N)=O.NC(N)=O.NC(N)=O.NC(N)=O.NC(N)=O
orbital gap = 8.2 eV
charge = 0

CARTESIAN COORDINATES (ANGSTROEM)
C  -16.9272  -13.3882  -1.5049
O  -16.2476  -14.3506  -1.8043
N  -18.2471  -13.4378  -1.3909
N  -16.4248  -12.2194  -1.3010
H  -18.7225  -12.5707  -1.2019
H  -18.7820  -14.2802  -1.5209
H  -15.4997  -12.1629  -1.7226
H  -16.9863  -11.3828  -1.2748
C  -11.0072  -11.1658  0.8266
O  -11.6295  -12.1960  0.5537
N  -11.4834  -10.1966  1.5845
N  -9.8037  -10.9535  0.3233
H  -10.7995  -9.5935  2.0142
H  -12.4450  -9.9431  1.7650
H  -9.3487  -11.7167  -0.1662
H  -9.1368  -10.3026  0.7067
C  -9.3017  -16.8044  -3.9520
O  -9.1409  -15.9371  -3.0915
N  -8.3951  -17.7251  -4.3068
N  -10.4649  -16.9296  -4.5872
H  -8.7202  -18.4265  -4.9510
H  -7.4706  -17.6704  -3.9130
H  -10.8399  -17.8629  -4.6642
H  -11.1265  -16.1912  -4.3909
C  -14.9478  -10.7044  1.6231
O  -14.2527  -10.2028  2.4908
N  -14.5419  -11.5761  0.7390
N  -16.2073  -10.4120  1.5779
H  -15.0889  -11.8976  -0.0513
H  -13.5795  -11.8538  0.8810
H  -16.7289  -10.9887  0.9352
H  -16.7719  -9.9280  2.2550
C  -12.5931  -14.2971  -2.0720
O  -13.0464  -14.9984  -2.9648
N  -13.3136  -13.6583  -1.1441
N  -11.2904  -14.3267  -1.7646
H  -14.2690  -13.5225  -1.4438
H  -12.7415  -13.0428  -0.5763
H  -10.6014  -14.6772  -2.4137
H  -10.9640  -13.7723  -0.9865
C  -7.4079  -13.8516  -0.4019
O  -8.0787  -12.9221  -0.8158
N  -7.6896  -15.1389  -0.5157
N  -6.2663  -13.6786  0.2140
H  -7.0618  -15.8504  -0.1852
H  -8.5255  -15.3688  -1.0324
H  -6.0394  -12.8069  0.6643
H  -5.7361  -14.4810  0.5101
C  -12.4213  -13.1238  -6.0628
O  -12.3205  -12.2816  -5.1667
N  -12.3282  -12.7829  -7.3132
N  -12.6551  -14.4475  -5.9180
H  -12.6331  -13.4171  -8.0321
H  -12.1125  -11.8141  -7.4858
H  -12.9620  -14.7797  -5.0149
H  -12.6633  -15.0108  -6.7509
C  -13.6870  -18.4909  -3.0704
C  -15.0208  -17.8682  -2.5481
C  -15.2187  -17.7862  -1.0557
O  -15.0568  -19.1154  -0.4562
C  -15.6295  -19.2432  0.8458
N  -15.3617  -16.6068  -3.1789
H  -13.5531  -19.5271  -2.7595
H  -12.8444  -17.8621  -2.7771
H  -13.5828  -18.5601  -4.1551
H  -15.8032  -18.5739  -2.8408
H  -16.2316  -17.4293  -0.8585
H  -14.5486  -17.0369  -0.6260
H  -15.2038  -20.1056  1.3567
H  -16.7181  -19.3267  0.8492
H  -15.3601  -18.2978  1.3213
H  -14.5500  -16.0115  -3.2818
H  -16.0281  -15.9905  -2.7276
C  -13.2130  -21.8431  -1.6699
C  -12.1613  -21.1833  -0.7387
C  -12.2455  -19.6124  -0.9425
O  -11.2274  -18.7784  -0.3416
C  -10.9944  -17.5790  -1.0080
N  -12.4879  -21.6715  0.6266
H  -14.1905  -21.3733  -1.5475
H  -13.3244  -22.9156  -1.5095
H  -13.0208  -21.8061  -2.7438
H  -11.1943  -21.5890  -1.0358
H  -13.1538  -19.1917  -0.5094
H  -12.2143  -19.4453  -2.0212
H  -11.0879  -17.6071  -2.0952
H  -10.0674  -17.0767  -0.7334
H  -11.7609  -16.8555  -0.7124
H  -13.4534  -21.5766  0.9090
H  -11.9331  -21.2316  1.3481
C  -15.8813  -11.9014  -4.7577
C  -14.6774  -10.9957  -4.3819
C  -14.9499  -9.5437  -4.0728
O  -15.8495  -9.3656  -2.9782
C  -15.1469  -9.1142  -1.7332
N  -14.0779  -11.6177  -3.1859
H  -16.3546  -11.6214  -5.7005
H  -16.5832  -11.8604  -3.9272
H  -15.4804  -12.8717  -5.0529
H  -13.8700  -11.1754  -5.0964
H  -15.4499  -9.0889  -4.9308
H  -14.0415  -8.9470  -3.9665
H  -14.8043  -8.0798  -1.6992
H  -14.2640  -9.7438  -1.6201
H  -15.8287  -9.4618  -0.9601
H  -13.9805  -12.6016  -3.4030
H  -13.1540  -11.2150  -3.0968
C  -16.0881  -15.4872  5.6472
C  -14.8920  -14.5713  5.2409
C  -14.8626  -14.3775  3.7165
O  -14.4960  -15.5316  3.0317
C  -14.3422  -15.3865  1.6079
N  -15.0789  -13.2465  5.8245
H  -16.1706  -15.4151  6.7314
H  -15.8647  -16.5034  5.3190
H  -17.0194  -15.2804  5.1201
H  -13.9723  -15.0768  5.5449
H  -14.2487  -13.5195  3.4317
H  -15.8535  -14.0948  3.3454
H  -13.7679  -16.1888  1.1438
H  -13.8250  -14.4633  1.3386
H  -15.2420  -15.3556  0.9877
H  -14.2907  -12.6465  5.5982
H  -14.9871  -13.2799  6.8332
C  -11.0229  -13.4429  5.8405
C  -11.3483  -12.8346  4.4397
C  -11.4244  -13.8083  3.3188
O  -10.1787  -14.5061  3.1844
C  -10.2780  -15.4139  2.0826
N  -12.5475  -12.0142  4.5439
H  -10.8328  -12.8468  6.7367
H  -10.0717  -13.9783  5.8294
H  -11.7553  -14.1272  6.2738
H  -10.5955  -12.0919  4.1568
H  -11.8747  -13.3842  2.4200
H  -12.1140  -14.5943  3.6420
H  -10.0062  -14.8361  1.1977
H  -11.2822  -15.8292  1.9759
H  -9.6461  -16.3019  2.1175
H  -12.6659  -11.4519  5.3731
H  -12.5614  -11.4292  3.7183


Computed, not measured: C8H12N2O2P2 as an isolated structure at a distorted geometry, with ωB97M-V/def2-TZVPD.

HOMO = -8.3786 eV
orbital gap = 8.1 eV
charge = 0

CARTESIAN COORDINATES (ANGSTROEM)
C  2.4764  1.2936  -1.1613
C  1.2031  1.0434  0.7169
C  -0.5213  -0.0573  1.8736
C  -0.3087  0.3573  -1.6748
C  -1.7583  0.3541  1.2614
C  -0.5982  1.7161  -1.9196
C  1.0779  -1.5739  2.9735
C  -0.8234  -1.9573  -2.0813
N  -0.1771  -1.1505  2.3145
N  -1.0545  -0.5945  -2.1317
O  3.1438  1.4442  -2.1656
O  0.4234  0.9721  1.7822
P  2.2660  2.3260  0.3590
P  1.2819  -0.1464  -0.7192
H  -2.0241  1.3948  1.5915
H  -2.6211  -0.2921  1.5148
H  -1.6023  0.3396  0.1816
H  -0.6484  2.4648  -1.1039
H  0.0853  2.2533  -2.6186
H  -1.6332  1.8445  -2.4975
H  1.8496  -0.6619  3.0890
H  1.4872  -2.3183  2.4108
H  0.7500  -1.9506  3.9297
H  -0.0607  -2.3620  -2.8029
H  -1.7785  -2.5710  -2.1444
H  -0.4348  -2.1681  -0.9776


Computed, not measured: a 10-piece molecular cluster, C40H46F9N4O28S overall at a distorted geometry, with ωB97M-V/def2-TZVPD.

HOMO = -11.6618 eV
orbital gap = 7.3 eV
charge = +1

CARTESIAN COORDINATES (ANGSTROEM)
C  -1.5200  -1.0572  -1.6372
C  -1.9969  -2.4316  -1.5565
N  -2.2951  -3.2777  -2.5580
N  -2.1321  -2.9210  -3.8176
C  -1.6618  -1.6904  -4.0173
C  -1.4217  -1.3348  -5.5373
C  0.1485  -1.1823  -5.7067
C  0.8117  -2.4867  -6.3410
C  2.3483  -2.4690  -5.9537
C  2.5999  -2.8719  -4.4482
C  3.1213  -1.6434  -3.5580
C  2.3094  -1.4814  -2.1793
S  1.7513  0.2871  -2.1389
C  1.7593  0.9109  -0.4496
N  1.4806  0.3454  0.7377
N  1.6817  1.3638  1.6239
C  2.0440  2.4765  0.9861
O  2.1026  2.2507  -0.3871
C  -1.3219  -0.6118  -3.0545
H  -1.2854  -0.4051  -0.7679
H  -2.1348  -2.8438  -0.5211
H  -2.6460  -4.2192  -2.3503
H  -2.0043  -0.4281  -5.8386
H  -1.7634  -2.1641  -6.2120
H  0.6842  -1.0432  -4.7189
H  0.3954  -0.2590  -6.2997
H  0.3774  -3.4158  -5.8944
H  0.6868  -2.4070  -7.4483
H  2.8429  -1.4868  -6.1702
H  2.8526  -3.2278  -6.6147
H  3.4469  -3.6172  -4.4450
H  1.7175  -3.3913  -3.9917
H  4.2223  -1.6802  -3.3697
H  2.9051  -0.7214  -4.1723
H  2.9656  -1.6437  -1.2868
H  1.4676  -2.2184  -2.2142
H  2.2893  3.4579  1.4347
H  -0.9288  0.3927  -3.3109
C  2.3298  0.4600  5.0410
C  3.3877  1.5191  4.9899
O  3.4411  1.9903  6.3214
C  3.0728  0.9260  7.1013
O  3.2539  0.8621  8.2700
O  2.4805  -0.0522  6.3617
F  3.0098  2.5425  4.1852
H  1.3228  0.8660  4.9206
H  2.4854  -0.3193  4.2959
H  4.3733  1.1561  4.6899
C  5.7100  0.7526  0.0508
C  6.2001  0.5215  1.4497
O  6.1184  -0.8841  1.5844
C  6.2918  -1.3898  0.3284
O  6.5449  -2.5256  0.0939
O  6.1409  -0.4261  -0.6226
F  5.3722  1.0941  2.3610
H  4.6202  0.8229  -0.0051
H  6.1432  1.6441  -0.4009
H  7.2266  0.8499  1.6282
C  3.5533  5.3207  5.7692
C  2.6533  6.5086  5.9394
O  3.5646  7.5823  6.0650
C  4.6732  7.2147  5.3552
O  5.5281  7.9628  5.0157
O  4.6681  5.8799  5.0795
F  1.9305  6.4163  7.0819
H  3.8873  4.9060  6.7230
H  3.0899  4.5289  5.1864
H  1.9835  6.6923  5.0950
C  3.6250  -4.7978  0.9797
C  2.3119  -4.1785  1.3458
O  1.7897  -3.7719  0.0894
C  2.3088  -4.6478  -0.8226
O  1.8905  -4.7806  -1.9282
O  3.3514  -5.3438  -0.3098
F  2.4875  -3.0790  2.1186
H  4.4306  -4.0632  0.8988
H  3.9284  -5.5741  1.6794
H  1.6100  -4.8612  1.8314
C  -4.3579  -0.1948  1.4136
C  -3.7785  -0.4128  2.7804
O  -3.7783  -1.8227  2.9047
C  -3.6481  -2.3062  1.6415
O  -3.3450  -3.4270  1.3782
O  -3.9001  -1.3492  0.7049
F  -4.5795  0.1084  3.7383
H  -5.4491  -0.1788  1.4164
H  -3.9958  0.7214  0.9488
H  -2.7608  -0.0342  2.9054
C  -3.5570  3.4732  -6.4737
C  -3.2932  3.1280  -5.0418
O  -2.2888  2.1287  -5.1297
C  -1.5976  2.4076  -6.2761
O  -0.5313  1.9539  -6.5421
O  -2.2757  3.2731  -7.0701
F  -4.3908  2.5853  -4.4565
H  -4.2841  2.8046  -6.9408
H  -3.8944  4.5011  -6.5986
H  -2.9287  3.9629  -4.4394
C  -5.5733  5.4263  -1.1620
C  -6.8226  5.4903  -1.9872
O  -6.4051  6.2108  -3.1369
C  -5.0813  5.9334  -3.2830
O  -4.4547  6.1358  -4.2744
O  -4.5559  5.3853  -2.1583
F  -7.7904  6.1979  -1.3558
H  -5.4354  6.3147  -0.5392
H  -5.5341  4.5435  -0.5274
H  -7.2147  4.5181  -2.2869
C  -7.5750  2.2610  2.4953
C  -8.8377  2.3106  1.6855
O  -8.4440  3.0356  0.5309
C  -7.1229  2.7766  0.3660
O  -6.5108  2.9915  -0.6348
O  -6.5691  2.2334  1.4794
F  -9.8018  3.0039  2.3264
H  -7.4384  3.1480  3.1173
H  -7.5191  1.3770  3.1293
H  -9.2234  1.3318  1.3895
C  2.3829  -8.6014  4.9813
C  2.1522  -8.2513  3.5404
O  3.0627  -7.1900  3.3213
C  4.1021  -7.4099  4.1845
O  5.1602  -6.8820  4.0979
O  3.7695  -8.3118  5.1445
F  0.8919  -7.7893  3.3427
H  1.7989  -7.9786  5.6628
H  2.1729  -9.6484  5.1955
H  2.3602  -9.0637  2.8400


no.,calculated total energy (Eh)
1,-722.81512
2,-289.32585
3,-450.97997
4,-323.31954
5,-230.23878
6,-3021.87092
7,-1254.59078
8,-5174.31685